Below is an isolated molecule of C10H8N2 at a distorted geometry, with properties calculated with ωB97M-V/def2-TZVPD.

Its net charge is 0. The total energy is -495.28780 hartree. The SMILES is c1ccc(-c2ncccn2)cc1. Its spin multiplicity is 1. The energy above the lowest of the compared OMol25 structures with the same formula, charge and spin comes out at 213.7 kJ/mol. The calculation puts the HOMO energy at -9.16 eV.

Structure (XYZ):
```
20
Properties=species:S:1:pos:R:3:forces:R:3
N -0.302655 -1.475673 1.127425 0.5370 -0.9469 0.8600
N 1.240187 -1.390842 -0.708755 -0.4326 1.0955 1.0443
C 0.106894 -2.745335 1.389219 -2.0072 -0.1754 0.7891
C 0.407742 2.869289 -0.542605 -0.5167 -0.3666 0.2195
C -1.430506 0.882661 -0.193289 -6.4644 -1.9452 -0.5656
C -0.163104 0.484839 -0.209962 3.1147 1.5539 0.3672
C 0.790742 1.515944 -0.359808 -2.0357 2.0528 -0.4271
C 1.610644 -2.618520 -0.447675 0.8153 -0.9147 0.8547
C 0.296012 -0.842259 0.145377 0.6531 -2.0469 -2.0882
C -1.905748 2.156653 -0.408352 -1.3285 1.4902 1.2123
C 1.063966 -3.385849 0.574899 -3.3228 7.5565 0.4309
C -0.968996 3.170521 -0.566619 -1.3302 3.4894 -0.5457
H 2.492018 -3.078172 -0.915720 -0.5329 0.5115 -0.6672
H -3.053274 2.350964 -0.166812 2.6917 -0.2415 -1.1182
H 1.167833 3.689276 -0.571820 -0.7533 -0.9878 -0.1380
H -2.399095 0.174630 -0.178636 2.8482 0.7862 0.4950
H -1.423617 4.347531 -0.726386 1.6998 -3.5099 0.5536
H 1.228347 -4.292697 0.761376 1.9526 -7.2479 1.1699
H -0.571959 -3.227369 2.307609 2.3614 0.8987 -2.6010
H 1.814570 1.414406 -0.309467 2.0506 -1.0518 0.1546
```
Positions in Å, forces in eV/Å.